One molecule with the formula C3H3N3O2 in a non-equilibrium geometry. Source: the OMol25 dataset; level of theory: ωB97M-V/def2-TZVPD.

```
11
Properties=species:S:1:pos:R:3
O -0.14495 -0.23781 -2.73096
N 0.62311 0.46740 -1.78578
C 0.32541 0.20920 -0.55609
N 1.11521 0.77034 0.44757
C 0.71545 0.54812 1.64335
N -0.41948 -0.17627 1.99745
C -1.10074 -0.61902 1.07064
O -0.73807 -0.57246 -0.23309
H 0.36399 -0.16142 -3.54839
H 1.26509 1.00359 2.45758
H -2.00501 -1.23167 1.23771
```

energy	-11722.205	eV
multiplicity	1
charge	0
HOMO	-9.07	eV
SMILES	O/N=c1/ncnco1
LUMO energy	-0.0043	Ha

These are the Löwdin partial charges, in e, on atoms 1 to 5: number 1, O, carries -0.0551; number 2, N, carries 0.0587; number 3, C, carries -0.4026; number 4, N, carries 0.1582; number 5, C, carries -0.1573